Formula: C33H32As2BrO10PPt
Source: the Open Molecules 2025 dataset
Level of theory: ωB97M-V with the def2-TZVPD basis set

Element x y z (Å)
Pt  1.977225  -0.763994  -0.074835
O  1.281438  -0.458614  3.445442
C  2.101853  0.061208  2.730039
O  2.783588  -0.594965  1.770665
C  2.439257  1.512048  2.809181
C  2.530471  2.129423  4.050941
C  2.786189  3.489003  4.141467
C  2.920392  4.256355  2.989297
C  2.824095  3.657836  1.745141
C  2.608659  2.278635  1.647045
P  2.608196  1.573967  -0.005307
C  1.496611  2.543357  -1.052580
C  0.522396  3.375604  -0.504655
C  -0.391485  4.014373  -1.332729
C  -0.346908  3.817486  -2.705582
C  0.620840  2.986301  -3.258488
C  1.534481  2.346076  -2.436252
C  4.273886  1.616408  -0.675969
C  5.271692  2.388352  -0.079105
C  6.528928  2.452440  -0.659462
C  6.803214  1.742056  -1.818955
C  5.825836  0.942463  -2.396223
C  4.567754  0.870894  -1.823124
H  2.399323  1.529169  4.942149
H  2.874098  3.957294  5.113730
H  3.101414  5.321291  3.059069
H  2.923840  4.263652  0.851994
H  0.475115  3.532032  0.564837
H  -1.138846  4.666874  -0.899305
H  -1.057250  4.321739  -3.349403
H  0.674048  2.849760  -4.331289
H  2.297153  1.718423  -2.880958
H  5.080957  2.930224  0.836170
H  7.299114  3.055810  -0.196319
H  7.787475  1.799318  -2.266165
H  6.047891  0.364271  -3.283844
H  3.826415  0.214909  -2.261468
Br  2.772836  -2.452885  -1.538991
C  1.522011  -5.413063  0.292815
O  0.576345  -4.320640  0.114438
C  -0.610685  -4.661503  -0.366732
O  -0.955162  -5.757755  -0.689206
C  -1.474957  -3.409068  -0.458090
C  -2.792775  -3.414531  -0.639026
As  -3.955742  -1.897236  -0.907654
C  -5.528969  -2.288103  0.145552
C  -3.098256  -0.418430  -0.015629
C  -1.821138  -0.479336  0.367789
As  -0.485967  -1.707245  -0.418712
C  -0.686013  -1.189626  -2.280161
C  -1.187466  0.495740  1.330539
O  -0.120543  0.977072  1.032655
O  -1.842901  0.628088  2.443112
C  -1.307915  1.549015  3.447092
C  -3.945391  0.847231  0.081789
O  -3.568684  1.880329  0.540465
O  -5.119463  0.646374  -0.522124
C  -5.984200  1.819840  -0.613603
C  -3.704477  -4.553062  -1.045701
O  -4.478947  -4.274942  -1.947061
O  -3.627515  -5.653769  -0.376771
C  -4.445540  -6.778958  -0.838176
H  2.347454  -4.989699  0.851355
H  1.849083  -5.767099  -0.680573
H  1.047922  -6.220599  0.840591
H  -5.965017  -3.210779  -0.219440
H  -6.234815  -1.472958  0.047353
H  -5.175010  -2.384265  1.171621
H  -1.723955  -1.243619  -2.602666
H  -0.084677  -1.872103  -2.875599
H  -0.313296  -0.173168  -2.394397
H  -2.177819  1.930651  3.967392
H  -0.755079  2.345778  2.959720
H  -0.653258  0.989683  4.105220
H  -6.801331  1.529732  -1.261685
H  -5.426537  2.650254  -1.033352
H  -6.343791  2.078699  0.377512
H  -3.958038  -7.659782  -0.442292
H  -4.473017  -6.794586  -1.922284
H  -5.446639  -6.671191  -0.432199

Cartesian forces, eV/Å:
-0.8260 -0.0730 0.4997
0.1578 0.0818 -0.1473
-0.0429 -0.5101 -0.1825
-0.0530 0.1039 0.7399
0.1894 0.3950 -0.1544
-0.0959 -0.0794 -0.0111
0.0101 0.0789 -0.0432
-0.0153 -0.0096 0.1545
-0.0607 -0.1510 0.0022
0.0844 0.0034 0.1386
-0.2104 0.1769 -0.6644
-0.0191 -0.0306 -0.0097
-0.0480 0.0744 -0.0224
0.0305 -0.0434 0.0540
-0.0011 0.0104 -0.0209
0.0158 -0.0120 0.0329
0.0898 0.0711 -0.0317
0.0930 -0.0930 -0.0048
0.0390 -0.0189 -0.0121
0.0108 0.0220 0.0558
0.0380 -0.0003 -0.0222
-0.0199 -0.0046 0.0223
0.0180 0.0379 0.0049
0.0006 0.0086 -0.0063
-0.0088 -0.0256 -0.0299
0.0098 -0.0354 0.0119
0.0081 -0.0318 0.0003
-0.0319 -0.0285 -0.0439
0.0287 -0.0063 -0.0146
0.0335 -0.0113 0.0281
-0.0036 -0.0079 0.0362
-0.0315 0.0051 0.0034
0.0007 0.0160 -0.0164
-0.0245 -0.0180 -0.0209
-0.0277 -0.0100 0.0196
-0.0152 0.0179 0.0263
-0.0135 0.0086 -0.0104
0.2927 -0.2946 -0.4241
-0.0466 0.1089 -0.0338
0.0139 -0.0922 0.1622
-0.0434 0.1226 0.0037
-0.0500 0.0375 -0.1674
0.2983 -0.0232 0.1516
-0.1162 -0.1612 -0.1571
0.2070 0.0181 0.3738
-0.0899 -0.0028 -0.1498
-0.2352 0.3811 -0.3893
-0.1464 -0.1802 0.2928
0.2959 0.5797 -0.0571
-0.1244 -0.0792 -0.0464
-0.1104 -0.2569 -0.2053
0.2264 0.2404 0.0352
-0.0492 0.1092 0.1348
-0.0412 -0.1057 -0.1643
-0.0607 -0.3477 -0.0271
0.2103 0.1151 0.1367
0.0622 0.1360 0.0437
0.0737 -0.1226 0.0357
0.0028 -0.0613 -0.1382
0.1089 -0.0538 0.1660
-0.0984 -0.1219 -0.0269
0.0503 0.1510 0.0439
0.0209 0.0320 -0.0005
-0.0067 0.0036 -0.0409
-0.0442 -0.0169 0.0404
0.0049 -0.0702 0.0032
0.0104 0.0608 0.0223
-0.0361 -0.0077 0.0571
-0.0510 -0.0020 -0.0299
0.0772 -0.0107 -0.0408
0.0321 0.0499 0.0152
-0.0053 0.0071 0.0279
-0.0283 0.0458 -0.0533
0.0360 -0.0910 0.0337
-0.0228 -0.0406 -0.0221
0.0403 0.0159 -0.0348
0.0018 -0.0043 0.0439
0.0324 -0.0197 0.0394
0.0319 0.0205 -0.0293
-0.0333 0.0202 0.0135

Output
* HOMO level (spin up / spin down): -13.11 / -14.07 eV
* total charge: +2
* Kohn-Sham gap (spin up / spin down): 0.2410 / 0.1775 Eh
* spin multiplicity: 5
* LUMO energy (spin up / spin down): -0.2409 / -0.3398 Eh

Formula: C33H32As2F6N4O13S5W
Source: the Open Molecules 2025 dataset
Level of theory: ωB97M-V with the def2-TZVPD basis set

Element x y z (Å)
W  0.355037  -0.002535  0.850336
C  4.028268  2.697988  1.169215
C  3.093918  1.544654  1.336724
N  1.950391  1.546880  0.715548
N  1.672440  2.715748  0.003489
C  0.900802  2.506029  -0.987317
S  0.299320  0.867036  -1.359335
S  0.320445  3.678024  -2.097024
C  1.261294  5.173417  -1.609408
C  0.663941  5.946063  -0.471145
C  -0.411627  6.799662  -0.701004
C  -0.951213  7.543090  0.336061
C  -0.413489  7.446284  1.612869
C  0.660427  6.601373  1.847855
C  1.194886  5.851899  0.810364
C  3.489420  0.443068  2.210319
C  4.822697  0.108073  2.468761
C  5.110180  -0.897656  3.371705
C  4.091322  -1.545525  4.066253
C  2.758608  -1.230503  3.849628
C  2.490620  -0.261609  2.899497
O  1.213294  0.040474  2.557380
H  3.478802  3.633996  1.247366
H  4.470418  2.669729  0.169688
H  4.814512  2.671411  1.915325
H  1.245227  5.760337  -2.528788
H  2.291458  4.877410  -1.420922
H  -0.823469  6.896632  -1.699769
H  -1.779807  8.212377  0.144579
H  -0.822413  8.041270  2.419282
H  1.093263  6.536895  2.838336
H  2.038553  5.199125  0.993387
H  5.627247  0.618964  1.957091
H  6.139546  -1.173814  3.553970
H  4.341740  -2.312228  4.787638
H  1.953516  -1.702298  4.391851
F  -3.340333  -0.422470  5.356875
C  -3.258006  -0.350679  4.050960
F  -3.968944  0.653108  3.587200
F  -3.663497  -1.489663  3.506558
S  -1.455673  -0.119094  3.611930
O  -1.408896  -0.521597  2.181037
O  -0.699073  -0.873003  4.535244
N  -1.282721  1.434513  3.711003
S  -0.749734  2.381663  2.626662
O  0.435052  3.097174  2.906902
O  -0.723287  1.651391  1.248532
C  -2.147867  3.561666  2.254218
F  -3.247531  2.867868  2.049449
F  -2.272770  4.337411  3.310800
F  -1.820289  4.258502  1.195565
S  2.179950  -1.047208  -0.450877
C  2.912815  -2.235941  0.533543
N  3.372917  -3.087895  1.162643
C  0.983433  -4.415921  2.676435
O  0.386650  -4.319373  1.340133
C  0.149177  -3.171292  0.842913
O  0.417181  -2.112583  1.472537
C  -0.424508  -3.081008  -0.508155
C  -0.288162  -3.965439  -1.506186
As  -0.439531  -3.542201  -3.425783
C  -1.945767  -4.724983  -3.843030
C  -1.493155  -1.858624  -3.382211
C  -2.017899  -1.197687  -2.349345
As  -1.429543  -1.453484  -0.539869
C  -3.039202  -2.030441  0.422127
C  -2.991237  -0.042578  -2.254676
O  -2.735944  0.752656  -1.375536
O  -4.095779  0.058606  -2.940068
C  -4.585045  -0.910129  -3.885974
C  -1.708887  -1.293661  -4.769659
O  -2.056637  -0.163683  -4.972064
O  -1.393092  -2.186024  -5.702098
C  -1.478339  -1.733407  -7.080490
C  0.043499  -5.420280  -1.241776
O  -0.888584  -6.105446  -0.924064
O  1.250905  -5.913229  -1.447599
C  2.333547  -5.082983  -1.902649
H  2.035474  -4.156699  2.593421
H  0.843749  -5.453136  2.953320
H  0.452471  -3.745689  3.347458
H  -1.605010  -5.751402  -3.715905
H  -2.209174  -4.563909  -4.884660
H  -2.803247  -4.551615  -3.197770
H  -3.390938  -2.907738  -0.116951
H  -3.780494  -1.237533  0.398262
H  -2.815137  -2.294054  1.443832
H  -4.322923  -0.592000  -4.889453
H  -5.662860  -0.912023  -3.760825
H  -4.195118  -1.904536  -3.672453
H  -1.146071  -2.573053  -7.679700
H  -0.831947  -0.870438  -7.216911
H  -2.507134  -1.469735  -7.312104
H  3.233729  -5.660498  -1.723635
H  2.383461  -4.162477  -1.329986
H  2.236391  -4.877770  -2.966859

Cartesian forces, eV/Å:
0.2200 -0.3207 0.9952
0.0261 0.0067 -0.0087
0.0566 0.0594 0.0722
-0.1488 0.2855 0.2364
-0.0670 -0.2145 -0.2890
0.1362 0.1137 0.0352
-0.2961 0.2532 -0.0276
0.0805 0.0125 0.0042
0.0249 0.0550 -0.0819
-0.0289 -0.0146 0.0363
-0.0473 -0.0131 -0.0043
-0.0148 0.0138 -0.0018
-0.0428 0.0140 0.0178
0.0200 -0.0118 0.0597
0.0056 0.0028 -0.0127
-0.1225 -0.2408 0.2092
-0.1075 0.0543 0.0182
0.0733 -0.0253 -0.0075
-0.0679 -0.0414 0.0621
0.2011 0.3143 -0.0612
0.2744 0.5374 -0.2468
-0.6674 -0.9207 -0.7482
0.0245 -0.0520 0.0204
-0.0101 0.0166 -0.0022
0.0157 -0.0034 -0.0047
0.0061 -0.0036 0.0066
-0.0229 -0.0756 0.0166
0.0148 -0.0143 0.0083
0.0135 -0.0083 0.0036
0.0037 -0.0099 -0.0114
-0.0103 -0.0074 -0.0155
-0.0334 0.0361 -0.0139
-0.0103 -0.0093 -0.0089
-0.0125 0.0060 -0.0003
0.0163 0.0076 -0.0088
-0.0697 -0.0166 -0.0133
-0.0472 0.0771 0.0961
0.2419 -0.0265 0.0482
-0.0791 0.0081 -0.0963
-0.0433 -0.0933 -0.0441
-0.4459 0.4109 0.0645
0.4707 -0.1671 -0.2969
0.1386 -0.2328 0.1432
0.1628 0.0048 0.3714
-0.3740 -0.1519 -1.1158
0.1148 0.0950 0.1396
0.5120 0.5296 0.5675
0.2548 0.0058 0.3721
-0.0182 -0.0249 -0.0875
-0.0910 0.0500 0.0210
0.0057 0.0417 -0.1846
0.2197 -0.2549 0.1371
-0.0303 -0.0095 0.0517
0.0993 0.1673 -0.2610
-0.0397 -0.0591 0.0077
0.0006 -0.2602 0.1262
0.0853 -0.0187 -0.2939
-0.2757 0.2761 -0.0351
-0.0130 -0.0497 -0.1279
-0.0252 0.0610 0.2235
-0.0800 0.1224 0.0778
0.0102 -0.0543 -0.0165
-0.0740 0.0132 -0.0501
-0.0037 -0.2854 -0.0074
-0.4543 -0.2432 0.1972
0.2088 0.0804 -0.4977
0.3041 0.1075 -0.2057
-0.1513 0.0916 0.2645
-0.1613 -0.0711 -0.0806
-0.0994 -0.0040 0.0756
0.1049 -0.0740 -0.0624
0.1077 0.0341 -0.0244
-0.0775 0.0052 0.0440
-0.0003 0.0069 0.0993
-0.0323 -0.1169 -0.0524
0.1029 0.1361 -0.0189
-0.0182 -0.0312 -0.0010
0.0247 -0.0809 0.0218
-0.0731 -0.0189 0.0470
0.0030 -0.0158 0.0186
0.0011 -0.0233 0.0142
0.0118 -0.0045 0.0101
0.0013 -0.0003 -0.0161
0.0277 0.0448 0.0376
-0.0665 -0.0199 -0.0683
-0.0042 0.1094 -0.0120
0.1703 -0.0416 0.0896
-0.0462 0.0111 0.0383
-0.0079 0.0001 0.0005
0.0237 -0.0079 -0.0196
-0.0025 0.0065 0.0027
-0.0074 -0.0008 -0.0126
0.0087 0.0061 -0.0125
0.0086 -0.0036 0.0060
-0.0068 0.1553 0.0525
-0.0089 0.0026 0.0010

Output
* HOMO level: -13.17 eV
* total charge: +2
* Kohn-Sham gap: 0.1820 Eh
* LUMO energy: -0.3019 Eh

Computed values of energy relative to the best compared isomer or geometry (same formula, charge and spin) (unit: kcal per mole) for the preceding records, in sequence: 12.88, 0.00.